P | {"formula": "C3H9ClOSi", "method": "wB97M-V/def2-TZVPD", "species": ["C", "O", "Si", "C", "C", "Cl", "H", "H", "H", "H", "H", "H", "H", "H", "H"], "positions_angstrom": [[1.9670, -1.5574, -0.7029], [0.6815, -1.1230, -0.2531], [-0.1257, 0.0236, 0.5217], [0.1782, 1.7824, 0.2560], [-2.2342, -0.3008, 0.0318], [-3.1838, 1.3165, -0.0909], [2.3919, -2.3573, -0.0304], [2.6250, -0.7631, -0.6813], [2.0288, -2.0300, -1.7665], [-0.0878, -0.2630, 2.0373], [-0.6215, 2.4123, 0.8272], [1.1117, 2.2727, 0.6829], [0.3629, 2.2670, -0.7714], [-2.7671, -0.8564, 0.8273], [-2.3270, -0.8235, -0.8875]], "homo_lumo_gap_ha": 0.373, "homo_energy_ev": -9.4, "lumo_ev": 0.717, "charge": 0, "spin_multiplicity": 1}

Q | {"formula": "C3H9ClOSi", "method": "wB97M-V/def2-TZVPD", "species": ["C", "C", "C", "O", "Si", "Cl", "H", "H", "H", "H", "H", "H", "H", "H", "H"], "positions_angstrom": [[0.8444, 1.0182, 0.7594], [-1.1151, 1.8106, -0.6073], [-0.5431, 1.5074, 0.5415], [-1.6263, -1.0057, 0.3605], [-2.1941, -1.6859, 1.5769], [-1.4476, 1.7108, 2.0148], [1.3051, 1.5445, 1.5935], [1.4366, 1.1733, -0.1377], [0.8223, -0.0448, 0.9930], [-0.5812, 1.6910, -1.5305], [1.4626, -0.8063, -2.5604], [-2.1348, 2.1468, -0.6649], [1.7253, -1.0931, -3.2343], [-3.5436, -2.2182, 1.6913], [-1.4317, -1.9576, 2.7872]], "homo_lumo_gap_ha": 0.324, "homo_energy_ev": -9.1, "lumo_ev": -0.293, "charge": 0, "spin_multiplicity": 1}

Each structure's energy above the most stable one, in hartree: P 0.0000; Q 0.0640.

P | {"formula": "C10H13O3", "method": "wB97M-V/def2-TZVPD", "species": ["C", "C", "C", "O", "O", "H", "H", "H", "H", "H", "C", "C", "C", "C", "C", "C", "C", "O", "H", "H", "H", "H", "H", "H", "H", "H"], "positions_angstrom": [[2.0720, 2.9559, 1.1590], [1.4169, 3.1428, -0.2203], [1.8721, 1.5339, 1.6892], [2.7682, 0.7173, 1.6285], [0.7214, 1.4155, 2.3014], [3.1573, 3.0202, 1.0826], [1.6306, 3.7144, 1.7961], [1.3810, 2.2731, -0.8833], [1.8512, 4.0099, -0.7134], [0.3310, 3.1936, -0.0568], [-1.5786, -2.7511, -2.6534], [-1.9245, -1.4828, 0.9075], [-2.3272, -2.0817, -0.2954], [-0.6223, -1.0676, 1.2526], [-1.4514, -1.9786, -1.3533], [0.1884, -0.8324, 0.0767], [-0.2485, -1.2749, -1.1613], [-0.2754, -0.8410, 2.4739], [-2.6471, -1.3770, 1.7163], [-3.3346, -2.4785, -0.3178], [0.3201, 0.4638, 2.4980], [1.2098, -0.4761, 0.1276], [-0.6793, -2.6783, -3.2672], [-2.3369, -2.3628, -3.3532], [0.4290, -0.9841, -1.9591], [-1.9231, -3.7732, -2.4748]], "homo_lumo_gap_ha": 0.258, "homo_energy_ev": -3.4, "lumo_ev": 3.596, "charge": -1, "spin_multiplicity": 1}

Q | {"formula": "C10H13O3", "method": "wB97M-V/def2-TZVPD", "species": ["C", "C", "C", "O", "O", "H", "H", "H", "H", "H", "C", "C", "C", "C", "C", "C", "C", "O", "H", "H", "H", "H", "H", "H", "H", "H"], "positions_angstrom": [[0.5408, 2.2971, -2.6590], [0.8190, 3.1797, -1.2658], [-0.9067, 1.8272, -2.8111], [-1.2380, 0.7463, -2.2008], [-1.6181, 2.5899, -3.4577], [0.9385, 2.9391, -3.4639], [1.3348, 1.5274, -2.5790], [0.0695, 3.9206, -1.1848], [1.8332, 3.6297, -1.4543], [0.8355, 2.5126, -0.4078], [1.3886, -3.2499, 2.1602], [-1.4325, -1.5176, 0.1488], [-0.5064, -2.4830, 0.6109], [-1.2021, -0.2796, 0.7124], [0.2985, -2.3583, 1.7107], [-0.5958, -0.1732, 2.0019], [0.1006, -1.2100, 2.5700], [-1.7265, 0.8347, 0.2346], [-1.9567, -1.7895, -0.7387], [-0.5349, -3.4547, 0.0666], [-1.4579, 1.1715, -0.7680], [-0.7510, 0.7578, 2.5420], [2.3616, -3.1434, 1.6386], [1.0692, -4.2737, 1.8929], [0.5014, -0.9513, 3.5430], [1.8353, -3.0491, 3.1584]], "homo_lumo_gap_ha": 0.289, "homo_energy_ev": -4.6, "lumo_ev": 3.261, "charge": -1, "spin_multiplicity": 1}

Each structure's energy above the most stable one, in hartree: P 0.0000; Q 0.0388.